A cluster of 7 separate species, C32H56F6O19 in total, computed with ωB97M-V/def2-TZVPD.

Structure (XYZ):
```
113
Properties=species:S:1:pos:R:3:forces:R:3
C 1.9434 -4.6653 2.6529 -0.908 0.296 0.098
O 2.4251 -4.5780 1.3434 -0.613 -1.317 -2.137
C 1.7194 -5.4461 0.3583 1.542 0.527 -0.963
C 2.1276 -5.0280 -1.0822 0.363 0.944 -1.204
O 1.5444 -5.8131 -2.2054 -0.106 0.222 3.618
C 1.7836 -5.4092 -3.4999 -0.080 1.062 -1.158
C 0.4637 -5.2984 -4.2747 1.293 -1.606 -1.368
O -0.0298 -6.6030 -4.6026 -0.774 -0.372 0.304
C -1.4096 -6.5408 -4.9724 0.280 -0.222 1.629
H 2.0563 -5.5925 3.2148 0.854 -0.395 -0.304
H 0.8580 -4.5652 2.6511 -0.292 0.523 0.017
H 2.4065 -3.8308 3.1794 -0.131 -0.196 0.194
H 0.6338 -5.3855 0.4353 0.056 -0.339 0.519
H 2.2024 -6.4229 0.3323 -0.864 -0.566 1.123
H 3.2144 -5.0946 -1.1331 0.167 -0.245 -0.061
H 1.9333 -3.9666 -1.2362 -0.405 0.182 -0.136
H 2.5636 -6.0218 -3.9521 -0.475 -0.710 -0.378
H 2.2465 -4.4341 -3.6515 -0.025 0.675 0.794
H 0.6868 -4.9465 -5.2819 0.229 1.106 0.039
H -0.2455 -4.6333 -3.7819 -0.021 -0.475 0.167
H -1.9087 -6.2976 -4.0344 -0.567 0.928 -0.130
H -1.8768 -7.5130 -5.1290 0.812 -0.260 -0.761
H -1.5912 -5.8367 -5.7844 -0.152 0.001 -0.022
C -0.1093 11.1474 -1.8337 0.581 1.738 0.196
O -0.1190 9.8302 -2.1931 -0.812 -4.121 0.782
C -0.1069 8.7774 -1.2080 -1.175 1.132 -0.316
C 1.3619 8.6737 -0.5712 1.781 -2.006 1.491
O 1.4750 7.8527 0.6402 -1.343 1.980 -2.278
C 1.2779 6.4571 0.5229 0.915 -0.765 0.309
C 2.1359 5.7745 1.6110 0.750 -1.996 0.764
O 2.2169 4.3745 1.2910 -1.395 2.525 -2.230
C 2.5837 3.5569 2.3081 0.486 -2.548 0.532
H -0.7807 11.4904 -1.0465 0.260 -0.576 0.445
H -0.2936 11.8068 -2.6818 -0.106 -0.536 -0.424
H 0.9625 11.2449 -1.6609 0.295 1.083 0.781
H -0.3769 7.8126 -1.6373 0.592 0.265 -0.834
H -0.8528 8.8450 -0.4161 0.125 1.093 0.298
H 1.9172 9.5836 -0.3437 -0.866 0.322 0.178
H 1.8989 8.1918 -1.3882 0.146 -0.345 0.037
H 1.4785 6.1422 -0.5012 0.609 -0.222 0.040
H 0.2671 6.0894 0.6992 -0.562 0.683 0.260
H 1.7557 5.7994 2.6322 -0.954 0.640 -0.107
H 3.1613 6.0985 1.7891 0.173 0.783 -0.887
H 3.5750 3.8059 2.6867 -0.055 -0.043 0.449
H 2.5975 2.5737 1.8376 0.735 -0.166 -0.088
H 1.8268 3.3026 3.0500 -0.174 1.066 0.616
C -0.5843 2.7321 0.0396 0.043 0.055 -1.087
C 0.2388 1.4405 -0.2222 -1.225 1.369 -0.055
O 0.7008 0.9966 1.0356 0.318 -1.083 1.382
C 0.9922 -0.3000 1.1519 -0.777 -0.839 -2.392
O 0.9139 -1.1031 0.2353 0.047 1.026 1.296
C 1.5108 -0.7676 2.5146 -2.379 2.041 0.146
F 2.6317 -1.3128 2.3581 3.253 -2.474 -0.610
F 1.7674 0.3035 3.2885 -1.015 -0.132 0.721
F 0.6350 -1.6567 3.0479 0.520 0.990 0.153
H -0.9504 3.1088 -0.9155 0.623 0.175 -0.537
H 0.0034 3.5147 0.5194 -0.016 -0.172 0.106
H -1.5714 2.6427 0.4930 0.469 -0.742 0.830
H 1.1346 1.6150 -0.8182 -0.202 0.211 -0.286
H -0.4118 0.7320 -0.7348 0.261 -0.338 0.228
C -1.4410 -4.0918 4.7882 1.415 -0.057 2.177
C -2.3047 -2.8652 4.9217 0.666 -0.414 -2.985
O -3.5338 -3.2787 5.4675 -2.055 -0.212 1.317
C -4.6870 -2.6316 5.2018 2.088 1.719 -1.492
O -4.7144 -1.7033 4.4103 -0.842 -1.180 1.253
C -5.9500 -3.1889 5.9376 0.966 0.614 -0.987
F -5.6024 -3.9336 6.9784 -0.554 -0.207 -0.386
F -6.7179 -2.1744 6.3660 0.220 -0.757 -0.382
F -6.5955 -3.8960 4.9689 -0.035 0.197 1.295
H -0.5020 -3.8617 4.2849 -0.238 0.143 -0.374
H -1.8647 -5.0206 4.4062 -0.364 0.444 -0.131
H -1.1091 -4.2477 5.8147 0.133 -0.885 0.133
H -2.3706 -2.6003 3.8665 -1.002 0.879 0.044
H -1.8009 -2.0405 5.4258 -0.391 -0.146 0.432
C 4.7287 1.0928 -1.2233 -0.500 -0.045 1.744
C 3.9046 0.9066 -2.4592 1.307 1.014 -1.789
C 4.6835 1.2626 -3.7374 1.524 0.127 -0.238
O 4.4577 0.1762 -4.6058 -0.971 -0.979 -1.385
C 3.7670 -0.7840 -3.9823 -0.991 -5.026 -2.074
O 3.3704 -1.9156 -4.4406 1.886 5.524 1.739
O 3.6324 -0.4502 -2.7146 -1.182 -0.782 1.621
H 5.7845 0.8252 -1.1815 0.013 -0.089 -1.041
H 4.3233 0.4560 -0.4370 -0.359 0.042 0.142
H 4.6653 2.1103 -0.8376 -0.115 0.131 -0.168
H 2.9915 1.4974 -2.5317 -0.323 -0.226 0.809
H 5.7606 1.2433 -3.5715 0.103 0.203 0.333
H 4.4856 2.1822 -4.2882 -0.532 0.020 0.352
C -2.1512 -3.5811 -2.4588 1.370 0.311 0.913
C -1.4739 -2.2112 -2.3504 0.410 -0.556 -0.978
C -0.1482 -1.9425 -3.1383 0.358 -1.551 0.275
O -0.4859 -0.8632 -3.9588 1.765 1.764 -0.790
C -1.7688 -0.6325 -3.9513 -1.627 1.870 -0.883
O -2.3812 0.2064 -4.5693 0.976 -0.486 0.108
O -2.3470 -1.4412 -3.1136 -2.670 0.495 0.321
H -2.1432 -3.8899 -3.5041 -0.174 0.072 0.113
H -3.1707 -3.4533 -2.0948 0.108 -0.332 0.028
H -1.5629 -4.2876 -1.8733 -0.385 -0.378 0.075
H -1.4727 -1.7217 -1.3766 0.343 -0.635 0.406
H 0.1525 -2.6889 -3.8735 -0.194 -0.602 0.503
H 0.7379 -1.7472 -2.5343 -0.244 0.351 0.150
C -4.2712 -0.3823 0.8730 1.148 -1.828 -0.070
C -3.6358 0.8342 1.4793 0.160 -0.705 0.455
C -4.3424 1.2613 2.7465 -0.581 0.328 0.502
O -3.3794 1.1763 3.7700 -0.016 2.056 1.554
C -2.1646 1.1310 3.3022 2.243 -3.362 0.539
O -1.1368 1.1246 3.9723 -2.141 0.808 -2.002
O -2.2696 0.5981 2.0200 0.035 1.065 -1.070
H -3.7927 -0.7015 -0.0529 0.006 0.387 -0.280
H -5.3477 -0.3930 0.7021 0.064 0.665 0.193
H -4.0532 -1.2216 1.5335 -0.262 -0.093 0.334
H -3.6262 1.6016 0.7053 0.440 0.371 0.336
H -5.0850 0.6081 3.2047 -0.668 0.095 -1.096
H -4.6516 2.2944 2.5875 -0.442 0.004 0.615
```
Positions in Å, forces in eV/Å.

Calculated values
M = 858.77 g/mol
Gap between HOMO and LUMO (alpha / beta) = 7.6 / 1.2 eV
Charge = +1
2S+1 = 2
Largest force on an atom = 0.118 hartree/bohr
Highest occupied orbital energy (alpha / beta) = -10.43 / -10.43 eV

A structure of composition C16H27FeN3S4, computed with ωB97M-V/def2-TZVPD.

Structure (XYZ):
```
51
Properties=species:S:1:pos:R:3:forces:R:3
Fe 0.8338 -0.3544 -0.2564 -1.685 0.836 -0.122
S -1.3079 1.6091 0.1079 -0.052 0.084 -0.633
S -0.1297 -2.4937 -0.2113 -0.845 -0.709 -0.240
C -3.0703 1.2080 0.0426 -0.062 -0.154 0.511
C -1.0844 2.0633 -1.6523 -0.305 0.231 0.518
C -1.2041 0.8436 -2.5364 0.482 -0.031 -0.047
N -0.1359 -0.1712 -2.1980 0.105 0.000 -1.247
C -0.4952 -1.5211 -2.7964 0.296 0.424 -0.006
C 0.1810 -2.6139 -2.0016 -0.170 -0.740 -0.265
H -0.1337 2.6098 -1.7684 -0.533 -0.237 0.042
H -1.9097 2.7557 -1.8520 0.343 0.024 -0.226
H -1.0853 1.1476 -3.5882 -0.215 -0.205 0.230
H -2.1901 0.3769 -2.4118 0.319 0.099 -0.049
H -0.1235 -1.5514 -3.8325 -0.335 -0.126 0.253
H -1.5883 -1.6479 -2.8142 0.438 0.204 0.052
H 1.2660 -2.6053 -2.1651 -0.650 -0.189 0.063
H -0.2042 -3.6016 -2.2617 0.129 0.051 -0.321
C -1.9673 -2.4267 -0.2398 0.205 0.129 0.295
H 0.6755 0.1345 -2.7540 -0.327 -0.169 0.157
H -2.2945 -1.3791 -0.3116 0.125 -0.600 -0.064
H -2.3117 -2.8654 0.7052 0.082 0.103 -0.609
H -2.3359 -3.0300 -1.0754 0.106 0.122 0.197
H -3.4177 1.4028 1.0619 -0.234 -0.071 -0.252
H -3.2436 0.1536 -0.1996 -0.134 0.467 -0.038
H -3.6040 1.8655 -0.6519 0.145 -0.124 0.191
C 2.7858 -1.5663 -0.9464 2.043 0.609 2.095
C 2.6345 -1.1906 0.3902 1.741 -0.581 -1.298
H 3.3826 -0.9197 -1.6307 -0.655 -0.383 0.563
H 2.9210 -2.6364 -1.1313 -1.096 0.237 -0.400
H 3.2139 -0.3452 0.7478 -0.422 0.221 -0.044
H 2.2729 -1.8567 1.1634 0.217 -0.385 -0.099
C 2.5230 2.5046 -1.4199 -0.394 0.051 -0.315
C 2.1894 2.4005 0.0187 0.054 -1.016 1.577
N 1.5375 1.4012 0.6027 0.357 1.278 0.417
C 1.4621 1.5459 2.0219 -0.154 -0.322 -1.181
C 2.1747 2.6494 2.4454 0.238 0.664 -0.110
S 2.8436 3.5844 1.1498 -0.897 -1.369 0.812
C 0.6377 0.6982 2.8578 -0.355 -0.810 -1.006
C 0.4309 0.8763 4.2297 -0.656 0.078 1.047
S -0.8285 -0.0968 4.8536 1.368 0.677 -1.165
C -0.9869 -0.8215 3.2071 0.395 0.626 0.032
N -0.1490 -0.3355 2.3373 0.365 0.449 -0.132
C -2.0848 -1.8030 2.9766 -0.167 0.103 0.573
H 2.6173 3.5737 -1.6501 0.171 -0.363 -0.353
H 3.4464 1.9618 -1.6748 -0.069 0.358 0.242
H 1.7204 2.0697 -2.0331 0.308 0.234 0.168
H 2.2687 2.9085 3.4908 0.212 0.400 -0.138
H 0.9801 1.6063 4.8096 -0.229 -0.139 0.337
H -2.6089 -1.9326 3.9370 0.018 -0.180 -0.472
H -2.8134 -1.4000 2.2419 0.512 -0.266 0.383
H -1.6903 -2.7848 2.6661 -0.130 0.411 0.077
```
Positions in Å, forces in eV/Å.

Calculated values
M = 445.53 g/mol
Gap between HOMO and LUMO (alpha / beta) = 7.6 / 4.9 eV
Charge = +3
2S+1 = 6
Largest force on an atom = 0.058 hartree/bohr
Highest occupied orbital energy (alpha / beta) = -17.67 / -17.96 eV

A cluster of 6 separate species, H12O6 in total, computed with ωB97M-V/def2-TZVPD.

Structure (XYZ):
```
18
Properties=species:S:1:pos:R:3:forces:R:3
O -0.7692 0.8833 -1.2364 0.054 -0.079 0.367
H -0.0272 0.3749 -1.5828 -0.025 0.077 -0.157
H -1.1420 0.3171 -0.5512 -0.144 0.009 -0.306
O 1.0258 -4.1603 -0.7307 0.244 -0.076 -0.031
H 1.9497 -4.0009 -0.9544 -0.121 -0.090 0.014
H 0.7830 -3.4043 -0.1845 -0.060 0.156 -0.116
O 1.1102 1.6292 -4.5709 0.127 0.005 -0.146
H 0.9841 2.4059 -5.1275 -0.048 -0.047 0.107
H 1.7966 1.1257 -5.0230 -0.067 0.010 0.065
O 0.2567 -0.3585 3.5724 -0.261 0.002 -0.119
H -0.2004 0.1762 2.9136 0.133 0.058 0.141
H -0.3448 -0.3676 4.3255 0.085 -0.021 0.028
O -0.0815 -1.8699 0.6511 -0.284 0.161 0.101
H -0.4543 -2.3090 1.4240 0.064 0.002 0.073
H -0.2347 -0.9329 0.8172 0.297 -0.192 0.001
O -1.5458 3.8432 2.2766 -0.022 -0.237 -0.052
H -1.6994 3.6853 1.3382 0.029 0.087 0.010
H -1.4067 2.9626 2.6429 -0.001 0.175 0.021
```
Positions in Å, forces in eV/Å.

Calculated values
M = 108.09 g/mol
Gap between HOMO and LUMO = 10.8 eV
ΔE to the lowest compared entry with this formula, charge and spin = 41.7 kcal per mole
2S+1 = 1
Largest force on an atom = 0.007 hartree/bohr
Highest occupied orbital energy = -11.03 eV

A structure of composition C39H44N10PSbSe4Sn, computed with ωB97M-V/def2-TZVPD.

Structure (XYZ):
```
100
Properties=species:S:1:pos:R:3:forces:R:3
Sn 1.3862 -1.6298 2.0093 0.358 0.775 -0.346
N 0.1250 2.3151 2.6814 0.130 0.060 0.065
C -0.8200 3.1322 2.1715 -0.078 0.048 0.024
C -1.4150 4.1115 3.0010 0.012 -0.027 0.015
C -2.3383 5.0019 2.5054 0.006 -0.005 -0.006
C -2.7100 4.9746 1.1599 -0.011 -0.006 -0.027
C -2.1387 4.0179 0.3427 -0.005 0.017 0.037
C -1.2222 3.0784 0.8192 -0.095 -0.017 -0.102
P -0.5005 1.8195 -0.2932 -0.003 0.030 0.003
C -1.9594 1.0709 -1.1154 0.013 -0.060 0.067
C -3.2660 1.1880 -0.6478 0.015 0.019 -0.039
C -4.3040 0.5009 -1.2651 -0.010 -0.018 0.009
C -4.0538 -0.3144 -2.3583 0.001 0.004 0.012
C -2.7520 -0.4544 -2.8236 -0.002 -0.027 -0.001
C -1.7170 0.2211 -2.1983 0.023 -0.006 0.002
C 0.1507 2.9374 -1.6065 0.054 -0.041 0.039
C -0.4005 3.1380 -2.8674 -0.049 0.031 -0.023
C 0.2134 3.9883 -3.7806 -0.001 -0.007 -0.011
C 1.3848 4.6492 -3.4459 0.004 -0.003 0.018
C 1.9449 4.4562 -2.1882 0.005 0.011 -0.020
C 1.3354 3.6054 -1.2820 -0.020 0.007 -0.002
H 0.3114 2.2791 3.6701 -0.001 -0.047 0.000
H 0.4490 1.5035 2.1811 -0.061 -0.067 -0.012
H -1.1212 4.1469 4.0439 -0.005 0.008 -0.006
H -2.7744 5.7380 3.1714 0.006 -0.009 0.007
H -3.4273 5.6827 0.7660 0.007 0.002 -0.002
H -2.4117 3.9849 -0.7071 -0.001 -0.008 -0.007
H -3.4797 1.8116 0.2088 0.007 0.010 0.022
H -5.3114 0.5999 -0.8798 -0.006 0.003 0.021
H -4.8652 -0.8491 -2.8371 0.004 -0.005 0.002
H -2.5356 -1.1101 -3.6575 0.014 -0.014 0.007
H -0.7005 0.0737 -2.5488 0.006 0.006 0.002
H -1.3185 2.6337 -3.1444 0.018 -0.002 0.007
H -0.2287 4.1304 -4.7598 -0.009 0.006 0.005
H 1.8619 5.3089 -4.1602 0.009 -0.008 -0.003
H 2.8670 4.9551 -1.9175 -0.001 -0.001 0.012
H 1.7862 3.4486 -0.3072 0.014 0.009 -0.012
Se 1.8671 -1.4957 7.3070 -0.002 -0.022 0.010
Sb 2.8197 -1.7352 5.1021 0.174 -0.322 0.379
Se 2.5892 0.3869 3.8061 -0.256 -0.231 -0.234
Se 1.3037 -3.4467 3.8136 0.063 0.085 0.397
Se 5.0818 -2.5552 4.8379 0.013 -0.014 -0.019
C 4.6468 -1.0276 0.0827 -0.024 0.028 0.026
N 5.8772 -0.2947 -0.2566 0.004 0.011 0.022
C 5.6389 1.1219 0.0319 -0.002 -0.004 0.009
N 4.5147 1.6648 -0.7430 0.002 0.029 0.009
C 3.3205 0.8743 -0.4059 -0.069 -0.055 0.019
N 3.5063 -0.5444 -0.7035 0.037 -0.116 -0.131
C 3.8105 -0.6873 -2.1176 0.027 0.072 -0.019
N 5.0176 0.0566 -2.5151 0.009 0.029 0.012
C 6.1263 -0.4385 -1.6855 -0.017 0.001 -0.016
C 4.7999 1.4682 -2.1624 0.000 -0.031 -0.017
H 4.4329 -0.8935 1.1451 -0.011 -0.042 0.001
H 4.7945 -2.0928 -0.1101 0.018 0.002 -0.014
H 6.5412 1.6909 -0.2112 0.002 0.000 0.003
H 5.4205 1.2302 1.0954 0.002 0.003 0.003
H 2.4733 1.2473 -0.9852 0.011 -0.016 0.016
H 3.1032 0.9814 0.6600 -0.016 0.006 0.002
H 2.9653 -0.3148 -2.7053 0.000 -0.003 0.004
H 3.9601 -1.7460 -2.3507 0.012 0.006 0.012
H 7.0313 0.1171 -1.9488 0.004 -0.002 0.006
H 6.2860 -1.4959 -1.9125 0.003 0.000 0.000
H 3.9603 1.8519 -2.7488 -0.009 0.001 0.007
H 5.6995 2.0328 -2.4255 -0.002 0.006 -0.002
C -0.1150 -2.4840 -0.7433 -0.013 -0.033 0.031
N 0.1414 -3.3378 0.4255 -0.230 -0.105 -0.114
C -1.1127 -3.9903 0.8120 0.055 0.014 0.030
N -1.6551 -4.8025 -0.2863 -0.019 -0.013 -0.005
C -1.8670 -3.9223 -1.4380 0.026 0.013 -0.002
N -0.6346 -3.2597 -1.8751 0.004 0.018 -0.029
C 0.3511 -4.2944 -2.1976 -0.009 0.008 0.021
N 0.6256 -5.1842 -1.0673 0.009 -0.013 -0.008
C 1.1165 -4.3655 0.0484 -0.019 0.023 0.007
C -0.6412 -5.7947 -0.6535 -0.002 0.005 0.002
H 0.8228 -1.9971 -1.0253 0.000 0.020 0.008
H -0.8379 -1.7168 -0.4568 -0.006 0.005 -0.011
H -1.8258 -3.2133 1.0911 -0.008 -0.017 -0.004
H -0.9237 -4.6230 1.6810 0.001 0.010 0.009
H -2.5973 -3.1556 -1.1694 -0.015 0.010 -0.013
H -2.2605 -4.5154 -2.2688 -0.012 0.002 0.005
H 1.2830 -3.8081 -2.4953 -0.003 -0.010 -0.017
H -0.0231 -4.8913 -3.0343 0.002 0.001 -0.003
H 2.0452 -3.8672 -0.2418 0.011 -0.012 0.014
H 1.3140 -4.9969 0.9161 0.009 0.011 0.008
H -0.4541 -6.4402 0.2070 -0.002 -0.007 -0.005
H -1.0242 -6.4034 -1.4774 -0.002 0.000 -0.002
N -8.5653 0.7447 2.6831 0.002 0.005 -0.010
C -7.4380 0.5143 2.6435 -0.005 0.006 0.009
C -6.0347 0.2190 2.5921 0.016 -0.019 -0.009
C -5.0934 1.1925 2.9326 -0.021 0.021 0.003
C -3.7463 0.8993 2.8810 -0.006 -0.038 -0.027
C -3.2991 -0.3687 2.4793 0.025 0.076 0.013
C -4.2556 -1.3350 2.1406 -0.038 -0.017 -0.018
C -5.6047 -1.0492 2.1993 0.008 0.005 -0.038
C -1.9067 -0.6567 2.3974 -0.012 0.024 -0.095
C -0.7154 -0.9109 2.3418 -0.120 -0.133 -0.056
H -5.4247 2.1784 3.2320 0.002 -0.003 0.007
H -3.0149 1.6531 3.1342 0.035 0.047 0.024
H -3.9266 -2.3162 1.8250 0.021 0.002 0.026
H -6.3342 -1.8034 1.9337 -0.004 0.004 0.009
```
Positions in Å, forces in eV/Å.

Calculated values
M = 1240.14 g/mol
Gap between HOMO and LUMO = 5.3 eV
ΔE to the lowest compared entry with this formula, charge and spin = 5.0 kcal per mole
Charge = -2
2S+1 = 1
Largest force on an atom = 0.018 hartree/bohr
Highest occupied orbital energy = -1.64 eV